The following is a DFT calculation (the ωB97M-V functional and the def2-TZVPD basis) of a molecular structure, C22H17Cl2MnN4O4S.

```
51
Properties=species:S:1:pos:R:3:forces:R:3
Mn 0.260944 0.277151 0.580600 0.2 -0.1 -0.3
N 1.214883 -4.242983 0.855957 0.1 0.1 -0.2
C 0.921306 -2.941316 0.534469 -0.3 -0.2 0.4
S 1.736177 -1.728403 1.419773 0.0 0.3 0.0
N 0.010168 -2.840480 -0.417758 0.0 0.1 -0.1
N -0.339284 -1.568652 -0.704736 0.1 0.1 -0.1
C -1.089413 -1.382173 -1.731094 0.0 0.1 0.1
C -1.549504 -2.481040 -2.617007 0.0 -0.1 0.0
C -2.496939 -3.396806 -2.169008 0.0 0.0 0.0
C -2.936895 -4.410538 -3.003981 0.0 0.0 0.0
C -2.427129 -4.524399 -4.291902 0.0 0.0 0.0
C -1.476538 -3.619650 -4.739160 0.0 0.0 0.0
C -1.041227 -2.598483 -3.904931 0.0 0.0 0.0
C -1.479825 0.007549 -2.046037 0.0 0.0 0.0
C -2.297213 0.317112 -3.132845 0.1 0.0 0.0
C -2.590740 1.644488 -3.388824 0.0 0.0 0.0
C -2.065005 2.627462 -2.566963 0.0 0.0 0.0
C -1.277487 2.231534 -1.497093 0.0 0.0 -0.1
N -1.007626 0.961492 -1.237439 -0.2 0.0 0.2
H 1.639628 -4.400473 1.751701 0.0 0.0 0.0
H 0.564888 -4.927082 0.503635 0.0 0.0 0.0
H -2.873177 -3.313073 -1.157269 0.0 0.0 0.0
H -3.675217 -5.118168 -2.647604 0.0 0.0 0.0
H -2.767690 -5.321371 -4.941516 0.0 0.0 0.0
H -1.068300 -3.706932 -5.738387 0.0 0.0 0.0
H -0.296025 -1.890161 -4.247800 0.0 0.0 0.0
H -2.685502 -0.469438 -3.763083 0.0 0.0 0.0
H -3.219812 1.905234 -4.230997 0.0 0.0 0.0
H -2.254287 3.677550 -2.741397 0.0 0.0 0.0
H -0.830122 2.951504 -0.822398 0.0 0.0 0.0
Cl -5.634796 2.121835 5.080415 0.0 0.1 0.0
C -4.347754 1.456091 4.109656 0.1 0.0 -0.1
C -4.318681 0.070517 3.881241 0.0 -0.1 0.0
C -3.325448 -0.483515 3.126809 0.0 0.0 0.0
Cl -3.306262 -2.192183 2.842345 0.0 0.0 0.0
C -2.265904 0.293753 2.529536 -0.1 -0.1 0.0
O -1.368933 -0.262512 1.846001 0.0 0.1 -0.1
C -2.350317 1.698478 2.788314 0.0 0.1 0.0
C -1.382877 2.618880 2.247630 0.0 0.0 0.0
O -0.416910 2.369855 1.537870 0.0 -0.1 0.0
C -3.381337 2.254538 3.570789 0.0 -0.1 0.0
H -5.089381 -0.559887 4.303711 0.0 0.0 0.0
H -1.572055 3.674328 2.524551 0.0 0.0 0.0
H -3.396381 3.324811 3.738049 0.0 0.0 0.0
C 3.664349 2.048338 -1.542002 0.0 0.0 0.0
C 2.286630 1.402449 -1.428330 -0.2 0.1 0.0
O 1.706974 1.019909 -2.446542 0.1 -0.1 0.0
O 1.827412 1.359231 -0.233521 0.0 0.0 0.2
H 4.062910 1.930096 -2.547100 0.0 0.0 0.0
H 4.341564 1.610374 -0.809172 0.0 0.0 0.0
H 3.580689 3.111999 -1.309093 0.0 0.0 0.0
```
Positions in Å, forces in eV/Å.

LUMO energy (alpha / beta) = 2.5781 / 2.5615 eV
Net charge = -1
<S²> = 8.75
Spin multiplicity = 6